[1]
Below is a structure of composition C44H37AsN7O2PReS3, with properties calculated with wB97M-V/def2-TZVPD.

Calculated values
- <S²> = 3.7821
- frontier orbital gap (spin up / spin down) (eV) = 5.28 / 4.79
- 2S+1 = 4
- E_LUMO (spin up / spin down) (eV) = -7.268 / -7.758
- charge = +2

Geometry as XYZ:
```
96
Properties=species:S:1:pos:R:3:forces:R:3:lowdin_charge:R:1
Re 1.8475 -0.4198 -1.4625 0.1 0.0 0.0 1.24
N 0.7082 -1.7335 4.8960 0.0 0.0 0.0 0.22
C 0.3972 -1.5075 3.6113 0.0 0.0 0.0 -0.47
O -0.5835 -1.9611 3.0474 0.0 0.0 0.0 0.06
C 1.3299 -0.6200 2.8205 -0.1 0.0 0.0 -0.08
C 2.1245 0.3982 3.3213 0.0 0.0 0.0 0.04
C 2.8232 1.2059 2.4335 0.0 0.0 0.0 0.01
C 2.6820 1.0045 1.0786 -0.1 0.0 0.1 -0.09
N 1.8864 0.0266 0.5862 0.1 0.0 0.2 -0.12
C 1.2667 -0.7871 1.4534 -0.1 0.1 0.0 -0.07
H 0.0853 -2.3024 5.4475 0.0 0.0 0.0 0.13
H 1.5689 -1.4267 5.3121 0.0 0.0 0.0 0.11
H 2.1898 0.5831 4.3863 0.0 0.0 0.0 0.14
H 3.4526 2.0112 2.7851 0.0 0.0 0.0 0.12
H 3.1856 1.6343 0.3590 0.0 0.0 0.0 0.09
H 0.6823 -1.6011 1.0588 0.0 -0.1 0.0 0.08
N 3.1212 -1.7483 -5.2952 0.0 0.0 0.0 0.26
C 3.0095 -1.8367 -3.9827 0.0 -0.1 -0.1 -0.41
O 2.3218 -0.9171 -3.3731 -0.1 0.1 -0.1 -0.27
C 3.6165 -2.9118 -3.2584 -0.1 0.1 0.0 -0.16
C 4.3538 -3.9424 -3.8854 0.1 0.0 0.1 -0.18
N 4.9679 -4.7306 -4.4541 -0.1 0.0 0.0 0.20
C 3.3562 -2.7241 -1.9251 -0.1 0.1 -0.1 -0.10
N 2.9019 -2.1644 -1.0038 0.3 -0.4 0.4 0.06
H 3.6520 -2.4292 -5.8188 0.0 0.0 0.0 0.14
H 2.6981 -0.9748 -5.7828 0.0 0.0 0.0 0.15
C -1.6023 -0.7136 -0.3496 0.1 0.0 -0.1 -0.37
C -2.1721 0.6109 -0.8195 0.0 0.0 -0.1 -0.42
As -3.5864 1.3572 0.3677 0.0 0.0 0.0 1.34
C -4.4862 -0.3516 0.6679 -0.1 0.0 0.0 -0.43
C -4.0163 -1.3495 1.5240 0.0 0.0 0.0 -0.14
C -4.6993 -2.5510 1.6403 0.0 0.0 0.0 -0.07
C -5.8583 -2.7697 0.9046 0.0 0.0 0.0 -0.07
C -6.3341 -1.7832 0.0553 0.0 0.0 0.0 -0.07
C -5.6516 -0.5782 -0.0597 0.0 0.0 0.0 -0.12
C -2.5918 1.5301 2.0392 -0.1 -0.1 0.1 -0.41
C -3.2803 1.3351 3.2380 0.0 0.0 0.0 -0.11
C -2.6902 1.6434 4.4532 0.0 0.0 0.0 -0.06
C -1.4131 2.1893 4.4894 0.0 0.0 0.0 -0.07
C -0.7300 2.4073 3.3035 0.1 -0.1 0.0 -0.11
C -1.3072 2.0616 2.0873 0.0 0.0 -0.1 -0.15
P -0.3779 -1.4340 -1.4851 -0.1 0.1 -0.2 0.98
C -1.1138 -1.3622 -3.1244 0.1 -0.1 0.0 -0.36
C -0.7800 -0.4065 -4.0789 0.0 0.1 0.0 -0.10
C -1.4701 -0.3671 -5.2816 0.0 0.0 0.0 -0.05
C -2.4902 -1.2738 -5.5293 0.0 0.0 0.0 -0.04
C -2.8324 -2.2217 -4.5730 0.0 0.0 0.0 -0.04
C -2.1469 -2.2723 -3.3715 0.0 0.0 0.0 -0.07
C -0.1898 -3.1717 -1.0689 0.0 0.0 0.0 -0.38
C 0.3597 -4.0334 -2.0229 0.0 0.0 0.0 -0.11
C 0.5059 -5.3766 -1.7342 0.0 0.0 0.0 -0.04
C 0.1005 -5.8665 -0.4955 0.0 0.0 0.0 -0.03
C -0.4542 -5.0163 0.4479 0.0 0.0 0.0 -0.04
C -0.6043 -3.6638 0.1682 0.0 0.0 0.0 -0.07
H -2.3921 -1.4749 -0.3616 0.0 0.0 0.0 0.09
H -1.2294 -0.6693 0.6748 0.1 0.0 0.0 0.06
H -2.6884 0.4755 -1.7727 0.1 0.0 0.0 0.07
H -1.4033 1.3686 -0.9784 0.0 0.0 0.1 -0.01
H -3.1240 -1.1876 2.1189 0.0 0.0 0.0 0.09
H -4.3349 -3.3145 2.3159 0.0 0.0 0.0 0.11
H -6.3962 -3.7031 1.0058 0.0 0.0 0.0 0.11
H -7.2457 -1.9419 -0.5056 0.0 0.0 0.0 0.11
H -6.0405 0.1951 -0.7129 0.0 0.0 0.0 0.10
H -4.2912 0.9455 3.2261 0.0 0.0 0.0 0.11
H -3.2398 1.4864 5.3720 0.0 0.0 0.0 0.11
H -0.9711 2.4739 5.4357 0.0 0.0 0.0 0.11
H 0.2398 2.8903 3.3218 0.0 0.0 0.0 0.09
H -0.7671 2.2675 1.1671 -0.1 -0.1 0.3 0.01
H -0.0041 0.3224 -3.8887 0.0 0.0 0.0 0.04
H -1.2169 0.3805 -6.0214 0.0 0.0 0.0 0.12
H -3.0250 -1.2404 -6.4691 0.0 0.0 0.0 0.12
H -3.6334 -2.9231 -4.7628 0.0 0.0 0.0 0.12
H -2.4183 -3.0171 -2.6326 0.0 0.0 0.0 0.12
H 0.6462 -3.6580 -2.9998 0.0 0.0 0.0 0.11
H 0.9212 -6.0480 -2.4739 0.0 0.0 0.0 0.12
H 0.2082 -6.9201 -0.2746 0.0 0.0 0.0 0.12
H -0.7839 -5.4015 1.4033 0.0 0.0 0.0 0.12
H -1.0462 -3.0193 0.9195 0.0 0.0 0.0 0.08
S -0.0319 5.5954 1.4795 0.0 0.0 0.0 0.73
C 0.7803 4.6953 0.4013 0.0 0.0 0.0 -1.06
S -0.0174 3.5689 -0.6991 0.1 0.2 -0.3 1.01
C 1.5264 2.9720 -1.1838 0.2 0.0 0.0 -1.02
N 2.5323 3.5939 -0.6821 -0.1 0.0 0.0 0.02
N 2.1335 4.5763 0.1633 0.0 0.0 0.0 -0.13
C 3.1660 5.3569 0.7907 0.0 0.0 0.0 -0.21
C 4.3328 4.7209 1.1921 0.0 0.0 0.0 -0.03
C 5.3444 5.4625 1.7794 0.0 0.0 0.0 -0.07
C 5.1867 6.8287 1.9654 0.0 0.0 0.0 -0.06
C 4.0228 7.4534 1.5452 0.0 0.0 0.0 -0.05
C 3.0051 6.7237 0.9484 0.0 0.0 0.0 -0.03
S 1.8146 1.6884 -2.3617 -0.2 0.2 -0.1 0.67
H 4.4626 3.6623 1.0145 0.0 0.0 0.0 0.09
H 6.2598 4.9741 2.0858 0.0 0.0 0.0 0.11
H 5.9765 7.4069 2.4250 0.0 0.0 0.0 0.11
H 3.9029 8.5205 1.6722 0.0 0.0 0.0 0.12
H 2.1064 7.2152 0.6097 0.0 0.0 0.0 0.10
```
Forces are in eV/Å.

=====

[2]
Below is a structure of composition C44H37Br2N7OP2SV, with properties calculated with wB97M-V/def2-TZVPD.

Calculated values
- <S²> = 0.7723
- frontier orbital gap (spin up / spin down) (eV) = 6.59 / 6.80
- 2S+1 = 2
- E_LUMO (spin up / spin down) (eV) = -6.362 / -6.221
- charge = +2

Geometry as XYZ:
```
95
Properties=species:S:1:pos:R:3:forces:R:3:lowdin_charge:R:1
V 0.1685 -0.5849 0.0966 0.2 0.7 -0.9 0.73
C 1.5688 -0.8945 -5.6475 0.0 0.0 0.0 -0.05
C 1.6851 -2.2002 -5.1837 0.0 0.0 0.0 -0.04
C 1.2587 -2.5343 -3.9086 0.1 0.0 -0.1 -0.02
C 0.7278 -1.5474 -3.0898 -0.1 -0.1 0.5 -0.27
C 0.6123 -0.2416 -3.5395 -0.1 0.1 -0.1 -0.09
C 1.0267 0.0820 -4.8247 0.0 0.0 0.0 -0.06
N 0.2873 -1.8709 -1.7399 0.0 -0.1 -0.5 -0.05
N -0.1348 -3.0427 -1.6460 -0.1 0.0 0.3 0.11
C -0.7024 -3.3403 -0.3988 0.0 -0.1 -0.4 -0.33
C -1.2647 -4.6069 -0.2511 0.0 0.0 0.1 0.00
C -1.9348 -4.8934 0.9235 0.0 0.0 0.0 -0.04
C -2.0375 -3.9099 1.9042 0.0 0.0 0.0 -0.04
C -1.4596 -2.6553 1.7393 0.0 0.1 0.0 -0.09
C -0.7698 -2.3372 0.5731 -0.1 -0.1 -0.1 -0.21
H 1.8958 -0.6435 -6.6469 0.0 0.0 0.0 0.12
H 2.1106 -2.9661 -5.8174 0.0 0.0 0.0 0.12
H 1.3507 -3.5492 -3.5491 0.0 0.0 0.0 0.12
H 0.1902 0.5271 -2.9083 0.0 0.0 0.0 0.08
H 0.9234 1.0990 -5.1798 0.0 0.0 0.0 0.12
H -1.1772 -5.3283 -1.0526 0.0 0.0 0.0 0.13
H -2.3876 -5.8635 1.0730 0.0 0.0 0.0 0.12
H -2.5806 -4.1261 2.8156 0.0 0.0 0.0 0.12
H -1.5593 -1.9296 2.5355 0.0 0.0 0.0 0.10
C -4.9398 0.0774 0.6201 0.0 0.0 0.0 -0.01
C -4.1251 0.5264 1.7957 -0.1 0.0 0.0 -0.30
C -4.7799 1.1296 2.8996 0.0 0.0 -0.1 0.01
C -4.0540 1.5212 3.9759 0.1 0.0 0.1 -0.01
C -2.6531 1.3203 3.9795 0.0 0.1 0.1 -0.17
C -1.8122 1.6774 5.0698 0.0 -0.1 -0.1 -0.61
Br -2.5359 2.4568 6.6151 0.0 0.1 0.1 0.87
C -0.4684 1.4671 5.0174 0.1 -0.1 -0.1 -0.16
C 0.0996 0.8872 3.8637 0.0 0.2 0.4 -0.57
Br 1.9713 0.7039 3.8251 0.0 0.0 0.0 0.95
C -0.6775 0.5188 2.8045 0.4 -0.4 -0.9 -0.29
O -0.1073 -0.0083 1.6732 -0.6 0.3 1.5 -0.29
C -2.0872 0.7321 2.8283 -0.1 0.0 0.0 -0.15
N -2.8258 0.3445 1.7541 0.2 0.1 0.1 0.18
H -5.9399 -0.2277 0.9241 0.0 0.0 0.0 0.09
H -4.4523 -0.7566 0.1234 0.0 0.0 -0.1 0.07
H -5.0538 0.8935 -0.0976 0.0 0.0 0.0 0.09
H -5.8530 1.2600 2.8779 0.0 0.0 0.0 0.13
H -4.5290 1.9745 4.8346 0.0 0.0 0.0 0.09
H 0.1717 1.7461 5.8412 0.0 0.0 0.0 0.10
C 2.5851 -3.4608 -0.0459 0.1 0.0 0.0 -0.19
P 2.0105 -2.0274 0.9130 0.1 0.0 0.1 0.93
C 1.6610 -2.7848 2.5198 0.0 -0.1 0.0 -0.20
C 3.4312 -0.9240 1.2118 0.0 0.0 0.0 -0.40
C 4.3809 -1.1866 2.1949 0.0 0.0 0.0 -0.10
C 5.3415 -0.2359 2.5087 0.0 0.0 0.0 -0.05
C 5.3555 0.9843 1.8464 0.0 0.0 0.0 -0.04
C 4.4462 1.2337 0.8282 0.0 0.0 0.0 -0.07
C 3.4910 0.2797 0.4998 0.0 0.0 0.0 -0.40
P 2.4292 0.3609 -0.9765 0.1 -0.3 0.1 0.93
C 3.5188 -0.5905 -2.1062 0.0 0.0 0.0 -0.19
C 2.6526 2.0139 -1.6971 0.0 0.0 -0.1 -0.21
H 3.5489 -3.7718 0.3612 0.0 0.0 0.0 0.07
H 2.6932 -3.2559 -1.1071 0.0 0.0 0.0 0.02
H 1.8720 -4.2755 0.0787 0.0 0.0 0.0 0.06
H 2.5808 -3.1729 2.9544 0.0 0.0 0.0 0.06
H 0.9711 -3.6126 2.3647 0.0 0.0 0.0 0.06
H 1.2148 -2.0649 3.2009 0.0 0.0 0.0 0.03
H 4.3729 -2.1185 2.7434 0.0 0.0 0.0 0.11
H 6.0711 -0.4443 3.2792 0.0 0.0 0.0 0.12
H 6.0897 1.7338 2.1093 0.0 0.0 0.0 0.12
H 4.4950 2.1732 0.2926 0.0 0.0 0.0 0.11
H 4.5074 -0.1304 -2.0606 0.0 0.0 0.0 0.07
H 3.1597 -0.5691 -3.1328 0.0 0.0 0.0 0.04
H 3.6145 -1.6231 -1.7842 0.0 0.0 0.0 0.03
H 3.7177 2.1660 -1.8769 0.0 0.0 0.0 0.06
H 2.2679 2.8159 -1.0766 0.0 0.0 0.0 0.04
H 2.1437 2.0392 -2.6614 0.0 0.0 0.0 0.05
S -3.5215 5.6555 -3.0126 0.0 0.0 0.0 1.08
N -3.6626 4.0688 -3.2572 0.1 0.0 0.1 -0.20
C -2.7957 3.4846 -2.4406 -0.1 -0.3 -0.2 -0.30
C -2.6139 2.0455 -2.3026 -0.1 0.2 -0.1 -0.07
C -3.4039 1.1263 -2.9929 0.0 0.0 0.0 0.04
C -3.2384 -0.2103 -2.7239 0.0 0.0 0.1 0.00
C -2.2764 -0.5888 -1.7963 0.0 -0.1 0.1 -0.11
N -1.4634 0.2651 -1.1769 0.0 -0.1 0.0 0.06
C -1.6422 1.5860 -1.4159 0.2 0.0 0.2 -0.13
C -0.8174 2.5411 -0.6597 -0.1 -0.2 -0.1 -0.14
N 0.1305 2.0168 0.1189 -0.1 -0.1 0.0 0.05
C 0.7913 2.8154 0.9443 0.1 0.0 0.0 -0.13
C 0.5801 4.1921 0.9957 0.0 0.0 0.0 0.00
C -0.3390 4.7523 0.1349 0.0 0.0 0.0 0.04
C -1.0606 3.9141 -0.7151 -0.1 0.2 -0.1 -0.06
C -2.0631 4.3914 -1.6542 0.2 0.2 0.2 -0.30
N -2.3775 5.6606 -1.8774 0.0 -0.1 0.0 -0.20
H -4.1429 1.4820 -3.6990 0.0 0.0 0.0 0.13
H -3.8442 -0.9674 -3.2005 0.0 0.0 0.0 0.13
H -2.1636 -1.6312 -1.5368 0.0 0.0 0.0 0.11
H 1.5384 2.3444 1.5767 0.0 0.0 0.0 0.08
H 1.1401 4.7994 1.6926 0.0 0.0 0.0 0.12
H -0.5236 5.8183 0.1136 0.0 0.0 0.0 0.13
```
Forces are in eV/Å.

=====

In the order shown, the computed E values come out to -165503.24972; -253882.12970 eV.
In the order shown, the computed relative energy (zero: lowest compared OMol25 entry of this formula, charge and spin) values come out to 32.6; 6.7 kcal per mole.